# C24H59N2O5

A 5-piece molecular cluster, C24H59N2O5 overall (the ωB97M-V functional and the def2-TZVPD basis, the OMol25 dataset).

Geometry as ORCA input:
```
! wB97M-V def2-TZVPD RIJCOSX def2/J DEFGRID3
* xyz 1 1
C -6.326 -0.115 -4.869
C -6.291 1.203 -4.088
C -5.020 1.385 -3.231
C -5.340 1.549 -1.750
N -4.232 2.158 -0.991
C -2.989 1.462 -1.066
C -2.995 0.120 -0.331
N -1.589 -0.448 -0.221
C -0.465 0.345 -0.852
C -0.712 1.872 -0.860
O -1.997 2.224 -0.403
H -6.893 -0.006 -5.793
H -5.318 -0.430 -5.145
H -6.799 -0.920 -4.305
H -6.334 2.021 -4.806
H -7.177 1.283 -3.456
H -4.378 0.511 -3.382
H -4.464 2.268 -3.554
H -6.186 2.228 -1.643
H -5.663 0.589 -1.321
H -4.500 2.238 -0.014
H -2.713 1.329 -2.119
H -3.658 -0.624 -0.766
H -3.330 0.324 0.685
H -1.363 -0.627 0.756
H -1.584 -1.364 -0.669
H 0.435 0.139 -0.270
H -0.285 -0.039 -1.852
H 0.011 2.374 -0.223
H -0.565 2.242 -1.881
C 3.980 -1.496 1.024
C 3.601 -0.797 -0.267
O 2.824 0.380 -0.068
C 3.466 1.422 0.663
C 4.720 1.959 0.004
H 3.096 -1.652 1.646
H 4.435 -2.463 0.810
H 4.696 -0.917 1.607
H 2.969 -1.451 -0.872
H 4.487 -0.572 -0.867
H 3.684 1.095 1.685
H 2.722 2.218 0.738
H 5.528 1.226 0.014
H 5.069 2.839 0.547
H 4.529 2.234 -1.034
C -7.368 -6.224 -6.030
C -7.287 -4.712 -6.140
O -7.544 -4.031 -4.920
C -6.651 -4.307 -3.861
C -5.215 -3.902 -4.153
H -8.310 -6.522 -5.569
H -7.311 -6.669 -7.024
H -6.552 -6.639 -5.437
H -8.051 -4.347 -6.826
H -6.317 -4.409 -6.552
H -6.699 -5.363 -3.571
H -7.034 -3.730 -3.018
H -4.752 -4.530 -4.915
H -4.610 -3.988 -3.247
H -5.186 -2.870 -4.507
C 8.046 1.728 3.854
C 7.690 2.430 2.554
O 6.887 3.586 2.716
C 7.471 4.637 3.472
C 8.743 5.201 2.863
H 7.148 1.545 4.447
H 8.524 0.772 3.639
H 8.738 2.313 4.460
H 7.091 1.765 1.931
H 8.598 2.663 1.987
H 7.653 4.313 4.502
H 6.704 5.411 3.512
H 9.570 4.491 2.906
H 9.049 6.094 3.408
H 8.579 5.469 1.818
C 2.147 1.094 4.701
C 1.560 -0.203 4.171
O 2.324 -1.351 4.480
C 2.479 -1.632 5.865
C 1.173 -1.905 6.589
H 3.194 1.182 4.407
H 1.599 1.949 4.302
H 2.098 1.149 5.789
H 1.535 -0.170 3.078
H 0.524 -0.320 4.516
H 3.030 -0.825 6.360
H 3.114 -2.517 5.897
H 0.554 -1.011 6.675
H 1.378 -2.260 7.599
H 0.598 -2.669 6.063
*
```

The value obtained for the HOMO energy is -11.249 eV. As for the HOMO-LUMO gap: 8.02 eV. The calculation puts the lowest unoccupied orbital energy at -3.23 eV.

In the Mulliken picture, each atom carries the following charge in e: atom 1 (C): -1.171, atom 2 (C): -0.546, atom 3 (C): -0.297, atom 4 (C): -0.721, atom 5 (N): -0.312, atom 6 (C): -0.192, atom 7 (C): -0.791, atom 8 (N): 0.036, atom 9 (C): -0.372, atom 10 (C): -0.435, atom 11 (O): -0.540, atom 12 (H): 0.391, atom 13 (H): 0.317, atom 14 (H): 0.238, atom 15 (H): 0.299, atom 16 (H): 0.430, atom 17 (H): 0.185, atom 18 (H): 0.323, atom 19 (H): 0.492, atom 20 (H): 0.222, atom 21 (H): 0.330, atom 22 (H): 0.416, atom 23 (H): 0.425, atom 24 (H): 0.254, atom 25 (H): 0.434, atom 26 (H): 0.399, atom 27 (H): 0.273, atom 28 (H): 0.260, atom 29 (H): 0.324, atom 30 (H): 0.278, atom 31 (C): -0.867, atom 32 (C): -0.354, atom 33 (O): -0.356, atom 34 (C): 0.149, atom 35 (C): -1.310, atom 36 (H): 0.167, atom 37 (H): 0.438, atom 38 (H): 0.151, atom 39 (H): 0.385, atom 40 (H): 0.315, atom 41 (H): -0.036, atom 42 (H): 0.343, atom 43 (H): 0.292, atom 44 (H): 0.424, atom 45 (H): 0.298, atom 46 (C): -1.059, atom 47 (C): -0.291, atom 48 (O): -0.422, atom 49 (C): -0.427, atom 50 (C): -0.810, atom 51 (H): 0.290, atom 52 (H): 0.396, atom 53 (H): 0.258, atom 54 (H): 0.342, atom 55 (H): 0.276, atom 56 (H): 0.376, atom 57 (H): 0.337, atom 58 (H): 0.311, atom 59 (H): 0.364, atom 60 (H): 0.088, atom 61 (C): -1.168, atom 62 (C): 0.003, atom 63 (O): -0.367, atom 64 (C): -0.331, atom 65 (C): -1.069, atom 66 (H): 0.290, atom 67 (H): 0.399, atom 68 (H): 0.307, atom 69 (H): 0.041, atom 70 (H): 0.295, atom 71 (H): 0.305, atom 72 (H): 0.313, atom 73 (H): 0.275, atom 74 (H): 0.396, atom 75 (H): 0.292, atom 76 (C): -1.230, atom 77 (C): 0.149, atom 78 (O): -0.388, atom 79 (C): -0.350, atom 80 (C): -1.037, atom 81 (H): 0.272, atom 82 (H): 0.395, atom 83 (H): 0.375, atom 84 (H): -0.051, atom 85 (H): 0.293, atom 86 (H): 0.305, atom 87 (H): 0.324, atom 88 (H): 0.265, atom 89 (H): 0.395, atom 90 (H): 0.287


# C22H50ClNNbO18P2S

C22H50ClNNbO18P2S as an isolated structure in a non-equilibrium geometry (the ωB97M-V functional and the def2-TZVPD basis, the OMol25 dataset).

Geometry as ORCA input:
```
! wB97M-V def2-TZVPD RIJCOSX def2/J DEFGRID3
* xyz -1 1
N 3.650 -1.728 -6.771
C 4.816 -1.394 -6.511
C 5.654 -2.003 -5.456
Nb 5.255 -0.922 -3.490
P 4.939 0.772 -1.569
O 5.033 2.295 -2.178
Cl 2.969 0.668 -0.837
P 4.864 -3.024 -2.016
O 3.999 -2.736 -0.613
O 6.305 -3.640 -1.504
S 3.993 -4.486 -2.986
H 3.366 -2.463 -6.126
H 5.253 -0.603 -7.080
H 6.695 -1.925 -5.726
H 5.373 -3.036 -5.376
H 3.463 -0.882 -3.826
H 5.413 0.586 -4.520
H 7.058 -0.920 -3.117
H 4.753 2.231 -3.096
H 4.332 -1.942 -0.176
H 6.774 -3.832 -2.325
C 3.339 -5.435 1.099
C 4.558 -5.539 1.984
O 4.314 -5.012 3.305
C 3.633 -5.795 4.124
O 3.241 -6.909 3.901
O 3.471 -5.140 5.282
C 2.695 -5.845 6.247
H 2.979 -4.409 1.070
H 3.578 -5.750 0.084
H 2.527 -6.058 1.476
H 5.363 -4.934 1.575
H 4.920 -6.564 2.056
H 3.093 -6.842 6.418
H 1.657 -5.909 5.923
H 2.750 -5.271 7.168
C -2.489 -1.290 -4.700
C -1.998 -2.716 -4.840
O -0.660 -2.867 -4.366
C -0.520 -2.926 -3.040
O -1.421 -2.893 -2.236
O 0.761 -3.021 -2.759
C 1.063 -3.002 -1.356
H -1.797 -0.603 -5.188
H -3.475 -1.181 -5.153
H -2.557 -1.002 -3.653
H -1.964 -2.996 -5.891
H -2.657 -3.419 -4.331
H 0.487 -3.754 -0.819
H 0.863 -2.010 -0.951
H 2.119 -3.212 -1.240
C -1.092 -2.349 4.887
C -2.394 -3.083 4.640
O -3.149 -2.493 3.572
C -2.708 -2.779 2.342
O -1.775 -3.484 2.078
O -3.489 -2.150 1.470
C -3.085 -2.304 0.095
H -1.277 -1.288 5.060
H -0.584 -2.762 5.758
H -0.426 -2.433 4.030
H -3.035 -3.015 5.517
H -2.223 -4.139 4.433
H -2.975 -3.350 -0.167
H -2.152 -1.780 -0.083
H -3.868 -1.861 -0.513
C -3.551 0.814 3.903
C -2.729 1.110 2.669
O -3.037 2.402 2.115
C -2.509 3.440 2.748
O -1.789 3.403 3.709
O -2.899 4.551 2.117
C -2.447 5.762 2.722
H -4.615 0.922 3.688
H -3.365 -0.198 4.244
H -3.307 1.504 4.711
H -2.966 0.396 1.886
H -1.660 1.040 2.871
H -1.369 5.759 2.859
H -2.944 5.913 3.679
H -2.719 6.570 2.050
C -5.180 7.817 -0.024
C -4.378 8.012 -1.292
O -4.661 9.275 -1.916
C -4.084 10.331 -1.355
O -3.340 10.322 -0.412
O -4.455 11.415 -2.038
C -3.950 12.643 -1.512
H -6.245 7.947 -0.221
H -5.017 6.818 0.379
H -4.898 8.544 0.736
H -4.651 7.259 -2.027
H -3.309 7.919 -1.108
H -2.869 12.606 -1.403
H -4.415 12.862 -0.553
H -4.215 13.417 -2.226
*
```

The value obtained for the HOMO energy is -5.126 eV. As for the HOMO-LUMO gap: 5.96 eV. The calculation puts the lowest unoccupied orbital energy at 0.83 eV.

In the Mulliken picture, each atom carries the following charge in e: atom 1 (N): -0.712, atom 2 (C): 0.245, atom 3 (C): -1.244, atom 4 (Nb): -0.723, atom 5 (P): 0.303, atom 6 (O): -0.466, atom 7 (Cl): -0.248, atom 8 (P): 0.769, atom 9 (O): -0.309, atom 10 (O): -0.568, atom 11 (S): -0.414, atom 12 (H): 0.267, atom 13 (H): 0.428, atom 14 (H): 0.288, atom 15 (H): 0.503, atom 16 (H): 0.157, atom 17 (H): -0.040, atom 18 (H): 0.027, atom 19 (H): 0.297, atom 20 (H): 0.177, atom 21 (H): 0.325, atom 22 (C): -0.894, atom 23 (C): -0.221, atom 24 (O): -0.367, atom 25 (C): 0.813, atom 26 (O): -0.566, atom 27 (O): -0.356, atom 28 (C): -0.629, atom 29 (H): 0.161, atom 30 (H): 0.291, atom 31 (H): 0.429, atom 32 (H): 0.255, atom 33 (H): 0.312, atom 34 (H): 0.300, atom 35 (H): 0.266, atom 36 (H): 0.223, atom 37 (C): -1.083, atom 38 (C): -0.176, atom 39 (O): -0.376, atom 40 (C): 0.672, atom 41 (O): -0.550, atom 42 (O): -0.204, atom 43 (C): 0.414, atom 44 (H): 0.312, atom 45 (H): 0.366, atom 46 (H): 0.250, atom 47 (H): 0.318, atom 48 (H): 0.287, atom 49 (H): 0.309, atom 50 (H): 0.229, atom 51 (H): -0.848, atom 52 (C): -1.023, atom 53 (C): -0.357, atom 54 (O): -0.380, atom 55 (C): 0.826, atom 56 (O): -0.548, atom 57 (O): -0.357, atom 58 (C): -0.749, atom 59 (H): 0.261, atom 60 (H): 0.369, atom 61 (H): 0.301, atom 62 (H): 0.287, atom 63 (H): 0.424, atom 64 (H): 0.419, atom 65 (H): 0.308, atom 66 (H): 0.260, atom 67 (C): -0.912, atom 68 (C): 0.015, atom 69 (O): -0.378, atom 70 (C): 0.712, atom 71 (O): -0.558, atom 72 (O): -0.307, atom 73 (C): -0.607, atom 74 (H): 0.339, atom 75 (H): 0.071, atom 76 (H): 0.352, atom 77 (H): 0.159, atom 78 (H): 0.317, atom 79 (H): 0.315, atom 80 (H): 0.325, atom 81 (H): 0.118, atom 82 (C): -1.100, atom 83 (C): -0.184, atom 84 (O): -0.344, atom 85 (C): 0.782, atom 86 (O): -0.554, atom 87 (O): -0.338, atom 88 (C): -0.634, atom 89 (H): 0.337, atom 90 (H): 0.319, atom 91 (H): 0.309, atom 92 (H): 0.299, atom 93 (H): 0.299, atom 94 (H): 0.297, atom 95 (H): 0.291, atom 96 (H): 0.221


# C9H14

C9H14 as an isolated structure in a non-equilibrium geometry (the ωB97M-V functional and the def2-TZVPD basis, the OMol25 dataset).

Geometry as ORCA input:
```
! wB97M-V def2-TZVPD RIJCOSX def2/J DEFGRID3
* xyz 0 1
C -1.975 -1.575 0.039
C -1.595 -0.090 0.153
C -0.602 0.657 1.026
C -0.587 1.700 -0.169
C -0.825 0.620 -1.011
C 0.668 -0.034 -0.716
C 2.012 -0.799 -0.706
C 2.221 0.000 0.711
C 0.627 -0.224 0.762
H -1.190 -2.407 -0.394
H -2.148 -1.884 0.943
H -2.970 -1.741 -0.441
H -2.600 0.310 -0.027
H -0.876 1.122 2.099
H 0.575 2.111 -0.235
H -1.356 2.697 -0.179
H -1.172 0.719 -2.000
H 1.069 0.905 -0.930
H 2.851 -0.170 -1.323
H 2.211 -2.088 -0.941
H 2.623 0.991 0.569
H 2.768 -0.816 1.229
H 0.554 -1.269 1.094
*
```

The value obtained for the HOMO energy is -8.803 eV. As for the HOMO-LUMO gap: 9.95 eV. The calculation puts the lowest unoccupied orbital energy at 1.15 eV.

In the Mulliken picture, each atom carries the following charge in e: atom 1 (C): -1.733, atom 2 (C): 0.273, atom 3 (C): -0.286, atom 4 (C): -0.428, atom 5 (C): -0.713, atom 6 (C): -0.164, atom 7 (C): -0.591, atom 8 (C): -0.700, atom 9 (C): -0.321, atom 10 (H): 0.207, atom 11 (H): 0.557, atom 12 (H): 0.375, atom 13 (H): 0.521, atom 14 (H): 0.288, atom 15 (H): 0.214, atom 16 (H): 0.250, atom 17 (H): 0.588, atom 18 (H): 0.191, atom 19 (H): 0.267, atom 20 (H): 0.213, atom 21 (H): 0.345, atom 22 (H): 0.353, atom 23 (H): 0.294